No. 1
A molecular structure, C5H7NO at a distorted geometry. Source: OMol25; level of theory: the ωB97M-V functional and the def2-TZVPD basis.

2S+1: 1
lowest unoccupied orbital energy: 0.0281 hartree
highest occupied orbital energy: -9.3 eV
orbital gap: 10.089 eV

Cartesian coordinates (Å):
O -0.50 -0.66 2.45
C -0.68 -0.04 1.22
C 0.38 0.74 0.47
C 0.82 -0.32 -0.54
C 0.30 0.47 -1.73
N -0.80 0.74 -0.73
C -0.65 -0.67 -0.17
H 0.34 -1.14 2.44
H -1.58 0.59 1.33
H 1.09 1.42 0.98
H 1.74 -0.90 -0.52
H 0.75 1.42 -2.04
H 0.00 -0.11 -2.62
H -1.20 -1.54 -0.52

Löwdin population analysis, charges in e, atoms 1 to 5: 0.0058 -0.3362 -0.0885 -0.1758 -0.1500

---

No. 2
C5H7NO in the gas phase at a distorted geometry. Source: OMol25; level of theory: the ωB97M-V functional and the def2-TZVPD basis.

2S+1: 1
lowest unoccupied orbital energy (spin up / spin down): 0.0038 / 0.0037 hartree
highest occupied orbital energy (spin up / spin down): -7.3 / -7.3 eV
orbital gap (spin up / spin down): 7.384 / 7.384 eV

Cartesian coordinates (Å):
C 2.11 -0.71 0.28
C 0.75 -0.24 0.49
C -0.21 0.61 0.17
N -0.32 1.96 0.19
O -0.60 -1.54 -0.25
C -1.35 -0.19 -0.35
C -2.54 0.17 -0.65
H -1.14 -2.09 0.34
H 0.50 2.54 0.20
H -1.23 2.27 -0.15
H 2.29 -1.03 -0.75
H 2.39 -1.52 0.96
H 2.78 0.13 0.48
H -3.42 -0.36 -0.95

Löwdin population analysis, charges in e, atoms 1 to 5: -0.0722 0.0611 -0.3342 0.1399 -0.0391

---

No. 3
C5H7NO in the gas phase at a distorted geometry. Source: OMol25; level of theory: the ωB97M-V functional and the def2-TZVPD basis.

2S+1: 1
lowest unoccupied orbital energy: 0.0386 hartree
highest occupied orbital energy: -8.1 eV
orbital gap: 9.143 eV
SMILES: Cc1cc(N)co1

Cartesian coordinates (Å):
C 2.42 -0.15 -0.01
C 0.94 0.05 -0.07
C -0.13 -0.77 -0.41
C -1.29 -0.02 0.03
N -2.58 -0.55 -0.07
C -0.87 1.21 0.38
O 0.51 1.23 0.40
H 2.94 0.52 -0.69
H 2.69 -1.18 -0.23
H 2.78 0.08 1.01
H -0.46 -0.64 -1.44
H -2.53 -1.56 -0.21
H -3.07 -0.38 0.80
H -1.37 2.15 0.51

Löwdin population analysis, charges in e, atoms 1 to 5: -0.0083 -0.3193 -0.0340 -0.3847 0.0799

---

No. 4
C5H7NO in the gas phase at a distorted geometry. Source: OMol25; level of theory: the ωB97M-V functional and the def2-TZVPD basis.

2S+1: 1
lowest unoccupied orbital energy: 0.0299 hartree
highest occupied orbital energy: -8.8 eV
orbital gap: 9.577 eV
SMILES: [H]/N=C/[C@@]1(C)CC1=O

Cartesian coordinates (Å):
H 2.75 1.27 -0.08
N 2.03 0.59 -0.28
C 0.86 1.00 0.01
C -0.24 0.02 0.08
C -1.68 0.53 0.04
C 0.09 -1.32 -0.59
C 0.60 -1.19 0.75
O 1.23 -1.57 1.68
H 0.63 2.02 0.36
H -2.00 0.69 -1.00
H -1.80 1.49 0.55
H -2.39 -0.17 0.49
H -0.77 -1.99 -0.53
H 0.69 -1.38 -1.49

Löwdin population analysis, charges in e, atoms 1 to 5: 0.0571 0.1035 -0.1957 -0.3395 -0.0437

---

Let's list molecular weight in order: 97.12; 97.12; 97.12; 97.12 g/mol.